{"formula": "C10H32BrN2O5", "method": "ωB97M-V with the def2-TZVPD basis set", "s2": 0.7530, "spin_multiplicity": 2, "homo_lumo_gap_ev": [9.8, 4.2], "total_charge": 0, "lumo_ev": [0.33, -5.16], "elements": ["Br", "C", "C", "O", "H", "H", "H", "H", "H", "H", "C", "C", "C", "O", "C", "N", "H", "H", "H", "H", "H", "H", "H", "H", "H", "H", "H", "C", "C", "C", "O", "C", "N", "H", "H", "H", "H", "H", "H", "H", "H", "H", "H", "H", "O", "H", "H", "O", "H", "H"], "xyz": [[3.5366, 13.4554, 28.7047], [1.0285, 15.0877, 31.0648], [2.3476, 15.6653, 31.5378], [3.2117, 14.6236, 31.9539], [0.3044, 14.8556, 31.8457], [1.2707, 14.1076, 30.6538], [0.5466, 15.8017, 30.3969], [2.0494, 16.2383, 32.4158], [2.7148, 16.4014, 30.8227], [3.4411, 14.2050, 31.1209], [1.2135, 16.4818, 27.4970], [1.9408, 16.4972, 26.1951], [1.9843, 17.8699, 25.5450], [0.6310, 18.2777, 24.9895], [0.6891, 19.5057, 24.2823], [3.3305, 16.2747, 26.5845], [0.1946, 16.8377, 27.3449], [1.4771, 17.1519, 28.3152], [1.0928, 15.4649, 27.8707], [1.5084, 15.6718, 25.6296], [2.7639, 17.8441, 24.7837], [2.3863, 18.6406, 26.2028], [-0.1986, 19.8094, 23.7276], [1.5367, 19.4557, 23.5988], [1.0642, 20.1450, 25.0815], [3.9238, 15.8733, 25.8724], [3.1429, 15.5804, 27.2937], [4.4630, 9.6975, 25.6873], [4.0490, 10.9541, 24.9393], [2.5288, 11.2037, 24.8937], [1.8638, 10.1933, 24.2905], [1.2469, 9.1914, 25.1587], [4.6821, 12.1545, 25.4246], [5.5527, 9.6982, 25.7118], [4.1093, 8.7795, 25.2181], [3.8947, 9.6827, 26.6173], [4.4258, 10.8996, 23.9180], [2.3607, 12.0888, 24.2801], [2.0956, 11.2569, 25.8925], [0.7951, 8.3637, 24.6119], [0.5122, 9.6955, 25.7865], [1.8954, 8.6384, 25.8382], [4.5117, 12.5032, 26.3571], [5.6752, 11.9949, 25.3333], [1.8007, 10.3694, 28.4040], [2.6538, 9.9773, 28.5901], [1.9695, 11.3113, 28.3803], [6.2948, 15.0814, 27.6510], [6.0384, 15.6522, 26.9266], [5.4668, 14.8083, 28.0460]], "lowdin_charge": [0.581, -0.102, -0.339, -0.091, 0.075, 0.042, 0.063, 0.110, 0.105, -0.049, -0.092, -0.432, -0.140, -0.208, -0.121, 0.038, 0.089, 0.090, 0.064, 0.149, 0.115, 0.123, 0.090, 0.074, 0.081, 0.078, -0.044, -0.049, -0.433, -0.249, -0.170, -0.066, 0.041, 0.080, 0.074, 0.058, 0.140, 0.129, 0.103, 0.085, 0.084, 0.067, -0.024, 0.074, -0.070, 0.027, -0.073, -0.080, 0.018, -0.116]}

=====

{"formula": "C10H32Cl3F3O24STl", "method": "ωB97M-V with the def2-TZVPD basis set", "homo_lumo_gap_ev": 3.2, "total_charge": -3, "lumo_ev": 2.73, "elements": ["Tl", "Cl", "O", "O", "O", "O", "Cl", "O", "O", "O", "O", "Cl", "O", "O", "O", "O", "C", "F", "F", "F", "S", "O", "O", "O", "O", "C", "C", "O", "H", "H", "H", "H", "C", "O", "H", "H", "H", "H", "C", "O", "H", "H", "H", "H", "C", "O", "H", "H", "H", "H", "C", "O", "H", "H", "H", "H", "C", "O", "H", "H", "H", "H", "C", "O", "H", "H", "H", "H", "C", "O", "H", "H", "H", "H"], "xyz": [[-8.1321, -17.9709, 4.0560], [-11.1745, -17.8256, 6.9587], [-12.2356, -18.3828, 6.1633], [-10.8907, -16.5139, 6.4371], [-11.4307, -17.7895, 8.3682], [-9.9575, -18.5205, 6.7602], [-7.0077, -15.4649, 1.0760], [-8.0898, -14.9521, 0.2993], [-7.2215, -15.2511, 2.4754], [-6.9947, -16.9302, 0.9754], [-5.7475, -14.9334, 0.6823], [-10.7342, -18.2678, 0.5972], [-10.6357, -16.8820, 0.1701], [-9.5305, -18.7838, 1.1813], [-11.6548, -18.2789, 1.6811], [-11.1183, -19.1476, -0.4587], [-10.4377, -13.5020, 4.3890], [-10.7814, -12.3142, 3.9087], [-9.1332, -13.4394, 4.5080], [-10.7943, -13.7249, 5.6604], [-10.9618, -14.8751, 3.1986], [-12.4085, -15.0924, 3.4403], [-10.6734, -14.3643, 1.8542], [-10.2007, -16.0813, 3.5466], [-10.9140, -23.3962, 4.7342], [-11.3128, -22.0762, 4.4429], [-10.3185, -21.0627, 3.9182], [-8.9848, -21.0047, 4.5026], [-11.6553, -21.6937, 5.4044], [-12.2489, -22.0376, 3.8858], [-10.7507, -20.0971, 4.1806], [-10.3717, -21.1316, 2.8317], [-4.3871, -16.6724, 4.1938], [-5.1949, -17.6897, 3.5934], [-4.2724, -15.8627, 3.4732], [-4.7633, -16.2444, 5.1229], [-3.4354, -17.1988, 4.2658], [-4.5506, -18.1401, 3.0423], [-2.9937, -17.1413, 0.7119], [-4.1067, -17.9513, 0.8270], [-3.2822, -16.2240, 0.1986], [-2.5783, -16.7677, 1.6478], [-2.2243, -17.7204, 0.2013], [-4.8194, -17.3457, 0.6106], [-5.5814, -23.5719, 6.1965], [-6.6090, -22.6470, 5.9961], [-5.9121, -24.6079, 6.2695], [-5.1000, -23.6913, 5.2259], [-5.0031, -23.5570, 7.1204], [-6.2290, -21.7713, 5.8939], [-5.0996, -20.6415, 2.4822], [-6.3138, -20.0018, 2.2915], [-4.2159, -20.0219, 2.3302], [-5.1851, -20.9580, 3.5217], [-5.0720, -21.6140, 1.9906], [-6.6642, -20.3503, 1.4684], [-7.8317, -21.0149, -1.7270], [-7.9517, -20.7550, -0.3806], [-7.1015, -21.8134, -1.8589], [-8.7381, -21.4288, -2.1688], [-7.5225, -20.1416, -2.3013], [-8.6720, -20.1220, -0.3335], [-7.5148, -15.6387, 7.0548], [-6.7083, -16.5006, 6.2488], [-8.3347, -15.1480, 6.5304], [-8.0215, -16.1545, 7.8704], [-6.8909, -14.7765, 7.2904], [-5.9359, -16.5736, 6.8143], [-6.5651, -19.4495, 7.4928], [-6.3322, -19.6498, 6.1044], [-5.9949, -18.5862, 7.8357], [-7.5979, -19.2383, 7.7699], [-6.0475, -20.2844, 7.9653], [-5.4497, -20.0213, 6.0358]], "lowdin_charge": [1.115, 0.595, -0.349, -0.371, -0.386, -0.428, 0.622, -0.318, -0.389, -0.401, -0.385, 0.610, -0.327, -0.424, -0.357, -0.388, -0.691, 0.110, 0.114, 0.102, 0.494, -0.360, -0.333, -0.443, -0.088, -0.275, -0.185, -0.056, 0.144, 0.116, 0.112, 0.151, -0.127, -0.208, 0.079, 0.060, 0.073, 0.024, -0.193, -0.108, 0.080, 0.062, 0.068, 0.046, -0.200, -0.089, 0.062, 0.074, 0.068, 0.032, -0.180, -0.132, 0.063, 0.064, 0.082, 0.062, -0.203, -0.100, 0.065, 0.072, 0.081, 0.044, -0.121, -0.211, 0.074, 0.086, 0.076, 0.052, -0.125, -0.175, 0.058, 0.091, 0.073, 0.067]}

=====

{"formula": "C10H33B2F3N2O7SV", "method": "ωB97M-V with the def2-TZVPD basis set", "s2": 0.7708, "spin_multiplicity": 2, "e_above_lowest_ev": 0.443, "homo_lumo_gap_ev": [6.3, 6.4], "total_charge": -2, "lumo_ev": [4.26, 4.26], "elements": ["O", "V", "B", "H", "H", "H", "H", "B", "H", "H", "H", "H", "C", "F", "F", "F", "S", "O", "O", "O", "C", "O", "H", "H", "H", "C", "C", "C", "O", "C", "N", "H", "H", "H", "H", "H", "H", "H", "H", "H", "H", "H", "C", "C", "C", "O", "C", "N", "H", "H", "H", "H", "H", "H", "H", "H", "H", "H", "H"], "xyz": [[0.5563, 0.6528, 0.1460], [0.5236, 1.4833, -1.1719], [0.5092, 3.5728, 0.2288], [0.9603, 3.6737, -0.8518], [1.3344, 3.1367, 0.9555], [0.0158, 4.5457, 0.7202], [-0.3836, 2.8047, 0.1168], [0.7629, 2.2423, -3.3855], [1.0430, 2.9108, -4.3319], [-0.0722, 2.8643, -2.8430], [0.2989, 1.1672, -3.6162], [1.6981, 2.0412, -2.7082], [4.9618, 2.4916, -1.7773], [5.3255, 1.3780, -2.4360], [6.1076, 3.1369, -1.4710], [4.2740, 3.2838, -2.5881], [4.0222, 2.0587, -0.2354], [4.7913, 0.9392, 0.2891], [4.0959, 3.2741, 0.5401], [2.7160, 1.6701, -0.7471], [-2.6122, 0.2737, -1.4193], [-1.4951, 1.0130, -1.7045], [-3.5419, 0.8734, -1.4562], [-2.7442, -0.5230, -2.1803], [-2.5608, -0.1819, -0.4130], [-1.3997, 0.0729, 2.5859], [-2.0585, -0.0373, 3.9423], [-2.8866, -1.3340, 4.0217], [-4.1126, -1.2853, 3.2945], [-5.0727, -0.4241, 3.8478], [-1.0284, -0.0149, 4.9734], [-2.1409, 0.0495, 1.7749], [-0.7365, -0.7462, 2.3015], [-0.8545, 1.0033, 2.4388], [-2.7684, 0.7516, 4.1989], [-3.1122, -1.7108, 5.0305], [-2.3290, -2.1390, 3.5295], [-5.2151, 0.4582, 3.2209], [-4.8475, -0.1695, 4.8897], [-6.0471, -0.9290, 3.9079], [-0.5487, -0.8728, 5.1998], [-1.1784, 0.4911, 5.8308], [2.7943, -1.6158, -0.9314], [1.6896, -1.9233, -1.9287], [0.7528, -3.0697, -1.5943], [-0.1299, -3.2338, -2.6796], [-0.9249, -4.3821, -2.6719], [0.9143, -0.6860, -2.2064], [3.4388, -0.8805, -1.4150], [3.4445, -2.5031, -0.8889], [2.4740, -1.2537, 0.0383], [2.1443, -2.2001, -2.8876], [0.1965, -2.9551, -0.6546], [1.3756, -3.9693, -1.4463], [-1.8978, -4.1306, -3.0959], [-1.1442, -4.7238, -1.6484], [-0.4326, -5.2052, -3.2020], [-0.0771, -0.8984, -2.3090], [1.1316, -0.3161, -3.1266]], "lowdin_charge": [-0.335, 0.808, -0.408, -0.035, -0.032, -0.032, -0.042, -0.415, -0.019, -0.019, -0.030, -0.046, -0.659, 0.098, 0.088, 0.137, 0.493, -0.330, -0.299, -0.397, -0.313, -0.408, 0.051, 0.050, 0.045, -0.056, -0.421, -0.213, -0.191, -0.139, 0.029, 0.069, 0.082, 0.084, 0.130, 0.111, 0.121, 0.089, 0.083, 0.076, 0.063, 0.054, -0.051, -0.380, -0.207, -0.191, -0.128, 0.035, 0.070, 0.075, 0.079, 0.137, 0.135, 0.122, 0.084, 0.083, 0.080, 0.078, 0.054]}